Here is an isolated molecule of C3H4N2 at a distorted geometry from the OMol25 dataset. Energies are from ωB97M-V with the def2-TZVPD basis set.

Structure (XYZ):
```
9
Properties=species:S:1:pos:R:3:forces:R:3
C -1.271408 -1.046281 0.425228 -2.005 -3.329 -0.014
C -0.244012 -0.050526 0.465730 0.961 0.739 -0.475
C 0.837684 0.091973 -0.564480 -0.517 -0.858 -1.557
H 0.122544 0.160939 1.454838 -0.245 0.082 0.369
H 0.831686 -0.538396 -1.505541 0.044 0.689 1.435
H 1.814257 0.418142 -0.206265 -0.218 -0.250 -0.091
H 0.151046 1.883152 -0.028476 -0.775 -0.317 -0.344
N -1.981684 -1.985681 0.469579 1.906 2.941 -0.185
N -0.260114 1.066678 -0.510612 0.849 0.303 0.862
```
Positions in Å, forces in eV/Å.

Output
Total energy   -6154.1551 eV
Energy above the lowest of the compared OMol25 structures with the same formula, charge and spin   168.4 kJ/mol
HOMO energy   -10.72 eV

The natural (NBO) scheme yields these atomic charges, measured in e: 0.271, -0.222, -0.231, 0.234, 0.219, 0.203, 0.352, -0.295, -0.531